No. 1
{
  "formula": "C3H10O3",
  "method": "the ωB97M-V functional and the def2-TZVPD basis",
  "symbols": ["C", "O", "C", "C", "O", "H", "H", "H", "H", "H", "H", "H", "H", "H", "H", "O"],
  "positions_angstrom": [[1.1680, 0.4759, 0.1604], [2.1548, 1.0962, 0.9440], [-0.0439, 0.0464, 0.9635], [-1.1910, -0.7098, 0.2607], [-1.8894, -1.7222, 1.1330], [1.7259, -0.3693, -0.2205], [0.8186, 0.9890, -0.6455], [2.9726, 1.0696, 0.4602], [-0.2898, 0.8330, 1.6312], [0.3566, -0.7221, 1.5676], [-0.7642, -1.2730, -0.5762], [-2.0144, -0.1095, -0.1060], [-2.3618, -1.3927, 1.9218], [-0.9746, 0.6224, -2.7009], [0.4084, 0.7807, -1.9763], [-0.0758, 0.3856, -2.8169]],
  "smiles": "OCCCO.O",
  "orbital_gap_ev": 11.25,
  "total_energy_ha": -345.95268,
  "e_above_lowest_ev": 1.6809,
  "e_homo_ev": -10.60,
  "fmax_ev_per_a": 3.74
}

---

No. 2
{
  "formula": "C36H54F3O28TiV",
  "method": "the ωB97M-V functional and the def2-TZVPD basis",
  "symbols": ["O", "V", "O", "Ti", "C", "O", "O", "C", "F", "F", "F", "C", "C", "H", "H", "H", "H", "H", "H", "C", "C", "C", "O", "C", "O", "O", "H", "H", "H", "H", "H", "H", "C", "C", "C", "O", "C", "O", "O", "H", "H", "H", "H", "H", "H", "C", "C", "C", "O", "C", "O", "O", "H", "H", "H", "H", "H", "H", "C", "C", "C", "O", "C", "O", "O", "H", "H", "H", "H", "H", "H", "C", "C", "C", "O", "C", "O", "O", "H", "H", "H", "H", "H", "H", "C", "C", "C", "O", "C", "O", "O", "H", "H", "H", "H", "H", "H", "C", "C", "C", "O", "C", "O", "O", "H", "H", "H", "H", "H", "H", "C", "C", "C", "O", "C", "O", "O", "H", "H", "H", "H", "H", "H"],
  "positions_angstrom": [[22.7928, 6.3978, -12.1553], [21.8728, 7.6861, -12.3822], [20.9253, 7.8294, -11.1344], [19.3542, 10.8114, -13.7990], [22.2544, 9.4492, -14.6473], [22.9326, 8.2090, -14.3202], [21.3046, 9.4849, -13.5881], [23.2634, 10.6001, -14.8935], [23.9128, 10.4578, -16.0738], [22.7122, 11.7905, -14.8223], [24.2641, 10.6244, -14.0650], [23.5664, 7.5537, -15.4246], [24.0450, 6.1380, -14.9765], [23.3798, 5.4294, -14.4831], [24.3205, 5.6934, -15.9328], [24.9824, 6.1736, -14.4214], [24.4257, 8.0864, -15.8318], [22.8441, 7.4426, -16.2333], [21.6495, 9.1369, -15.4986], [17.8023, 5.9312, -18.3391], [18.3187, 7.3470, -18.3306], [19.6667, 7.6007, -17.7176], [20.2803, 8.3307, -18.7549], [19.5739, 8.4003, -19.8618], [19.9148, 8.9074, -20.9241], [18.4541, 7.7733, -19.6554], [17.6483, 5.6496, -17.2974], [18.5903, 5.2481, -18.6560], [16.8359, 5.7846, -18.8216], [17.5240, 7.9477, -17.8882], [20.2634, 6.7038, -17.5513], [19.5402, 8.2480, -16.8498], [20.7826, 1.8223, -15.1266], [21.0141, 3.2624, -15.6140], [19.8490, 3.8874, -16.3162], [19.7487, 5.2044, -15.7375], [20.5527, 5.2778, -14.7250], [20.5509, 6.2110, -13.9440], [21.1301, 4.1124, -14.5043], [19.8786, 1.7979, -14.5181], [21.6687, 1.4197, -14.6358], [20.5889, 1.1794, -15.9851], [21.9494, 3.4374, -16.1458], [18.9711, 3.3031, -16.0406], [19.9744, 3.8107, -17.3962], [25.6692, 12.6745, -12.1808], [24.3731, 13.3487, -12.6028], [23.1176, 12.9896, -11.7600], [22.4461, 14.1716, -11.4981], [23.1556, 15.1813, -11.8542], [22.8157, 16.3367, -11.9898], [24.3714, 14.7674, -12.3042], [26.4788, 13.2808, -12.5871], [25.6839, 11.6592, -12.5771], [25.6696, 12.6808, -11.0908], [24.1690, 13.2290, -13.6668], [23.3984, 12.4147, -10.8775], [22.5611, 12.3830, -12.4745], [27.0799, 8.0521, -13.4420], [27.8683, 7.9283, -14.7274], [28.7400, 6.7156, -14.8431], [28.6496, 6.2937, -16.1728], [27.5254, 6.8847, -16.7263], [27.0638, 6.6668, -17.8647], [26.9859, 7.6993, -15.7878], [26.3559, 8.8668, -13.4274], [27.6965, 8.2422, -12.5635], [26.5415, 7.1622, -13.1158], [28.4986, 8.7955, -14.9242], [28.3488, 5.9062, -14.2267], [29.7640, 6.8061, -14.4806], [22.2422, 11.7590, -19.2524], [21.5988, 12.5163, -18.0584], [20.3972, 13.4016, -18.3436], [19.3373, 12.8313, -17.5954], [19.7385, 11.6563, -17.0046], [19.0618, 10.9810, -16.1900], [21.0587, 11.5476, -17.2244], [23.0406, 11.0666, -18.9851], [22.6221, 12.5376, -19.9139], [21.5696, 11.1728, -19.8786], [22.4145, 13.0584, -17.5800], [20.1500, 13.3317, -19.4029], [20.6170, 14.3923, -17.9458], [26.9973, 2.1925, -18.3317], [27.3708, 3.2614, -17.3112], [26.7421, 3.0395, -15.9615], [27.7545, 3.0439, -15.0095], [28.9906, 3.1885, -15.6006], [30.1253, 3.3216, -15.0797], [28.7838, 3.1350, -16.9669], [27.6036, 2.1496, -19.2364], [25.9456, 2.3051, -18.5952], [27.1514, 1.2525, -17.8018], [27.0922, 4.2533, -17.6669], [26.2095, 2.0889, -15.9340], [26.0548, 3.8518, -15.7250], [23.4890, 1.9664, -10.0364], [23.0072, 1.9291, -11.5954], [23.5404, 3.1637, -12.3347], [24.2430, 2.6416, -13.4976], [24.4155, 1.3298, -13.2800], [25.1785, 0.6511, -13.9812], [23.8262, 0.8951, -12.2003], [23.0119, 1.1306, -9.5247], [23.1614, 2.8737, -9.5289], [24.5712, 1.9195, -9.9151], [21.9603, 1.6481, -11.7108], [24.0862, 3.8475, -11.6846], [22.6961, 3.6943, -12.7748], [27.7852, 12.9962, -16.1545], [26.6881, 13.6251, -17.0102], [25.2893, 13.2227, -16.5989], [24.6440, 14.4964, -16.7262], [25.5746, 15.5057, -16.8097], [25.3076, 16.7286, -16.7153], [26.7657, 14.9982, -16.8166], [27.6525, 11.9143, -16.1585], [27.7004, 13.4764, -15.1797], [28.8246, 13.1274, -16.4554], [26.8325, 13.4646, -18.0786], [25.3426, 12.7440, -15.6211], [24.8461, 12.5539, -17.3368]],
  "spin_multiplicity": 4,
  "orbital_gap_ev": [5.13, 7.48],
  "total_energy_ha": -5603.67749,
  "charge": 1,
  "s_squared": 3.7510,
  "e_homo_ev": [-9.89, -12.24],
  "fmax_ev_per_a": 5.96
}

---

No. 3
{
  "formula": "C3H7N3",
  "method": "the ωB97M-V functional and the def2-TZVPD basis",
  "symbols": ["C", "N", "C", "C", "N", "N", "H", "H", "H", "H", "H", "H", "H"],
  "positions_angstrom": [[1.1502, 0.8637, 0.0856], [0.0862, -2.3110, 0.6028], [-0.2760, 0.6347, -0.7313], [-1.4293, 1.2552, -0.4508], [0.3610, -1.1073, 0.0874], [1.3848, -0.4874, 0.5032], [-0.8674, -2.5914, 0.4295], [0.5118, -2.5465, 1.4947], [1.9986, 1.2372, -0.4949], [0.8639, 1.4602, 0.9519], [-0.0906, 0.2817, -1.7392], [-2.1066, 1.5569, -1.2341], [-1.5865, 1.7539, 0.4952]],
  "smiles": "C=CC/N=N/N",
  "orbital_gap_ev": 9.39,
  "total_energy_ha": -282.63074,
  "e_above_lowest_ev": 3.9052,
  "e_homo_ev": -8.36,
  "fmax_ev_per_a": 3.80
}

---

No. 4
{
  "formula": "C45H54F3N4",
  "method": "the ωB97M-V functional and the def2-TZVPD basis",
  "symbols": ["C", "C", "C", "C", "C", "C", "C", "C", "C", "C", "C", "C", "N", "N", "N", "C", "C", "C", "C", "C", "C", "C", "C", "C", "C", "C", "C", "C", "C", "C", "C", "C", "C", "F", "F", "F", "C", "C", "C", "C", "H", "H", "H", "H", "H", "H", "H", "H", "H", "H", "H", "H", "H", "H", "H", "H", "H", "H", "H", "H", "H", "H", "H", "H", "H", "H", "H", "H", "H", "H", "H", "H", "H", "H", "H", "H", "H", "H", "H", "H", "C", "C", "C", "N", "C", "C", "C", "C", "C", "C", "C", "C", "H", "H", "H", "H", "H", "H", "H", "H", "H", "H", "H", "H", "H", "H"],
  "positions_angstrom": [[3.9228, 3.4958, 2.6849], [2.5043, 3.6952, 3.2099], [2.2195, 5.1590, 3.5460], [2.2318, 2.7818, 4.4060], [2.9307, 3.0276, 5.5859], [2.6818, 2.2718, 6.7319], [1.7153, 1.2762, 6.7036], [0.9699, 1.0402, 5.5458], [-0.2243, 0.0936, 5.6497], [-1.1755, 0.5062, 6.7835], [0.2629, -1.3396, 5.8217], [1.3214, 1.7046, 4.3538], [0.5957, 1.4657, 3.1208], [-0.1877, 2.4752, 2.6766], [-0.9393, 1.9593, 1.6789], [-2.1508, 2.6487, 1.3056], [-2.0536, 3.9382, 0.7625], [-0.7256, 4.6866, 0.7198], [-0.8728, 6.1413, 1.1664], [-0.0503, 4.5348, -0.6396], [-3.2006, 4.5085, 0.1976], [-4.4237, 3.8429, 0.2623], [-4.5360, 2.6285, 0.9369], [-3.4051, 2.0426, 1.5106], [-3.5853, 0.8433, 2.4410], [-4.2314, -0.3399, 1.7318], [-4.3495, 1.2603, 3.7033], [-0.5754, 0.6381, 1.4348], [-1.0207, -0.0414, 0.2485], [-0.9191, -1.4518, 0.1361], [-1.1153, -2.0970, -1.0749], [-1.4072, -1.3345, -2.2004], [-1.4655, -2.0211, -3.5299], [-1.8409, -1.1972, -4.5510], [-0.2402, -2.5439, -3.8845], [-2.3466, -3.0688, -3.5292], [-1.6407, 0.0363, -2.1152], [-1.4731, 0.6709, -0.8922], [0.3916, 0.2751, 2.3735], [1.1249, -0.8947, 2.5822], [4.1086, 2.4350, 2.4877], [4.0757, 4.0487, 1.7516], [4.6596, 3.8405, 3.4212], [1.7992, 3.4003, 2.4316], [1.2070, 5.2640, 3.9545], [2.9322, 5.5432, 4.2883], [2.2825, 5.7817, 2.6451], [3.6822, 3.8230, 5.6071], [3.2141, 2.4970, 7.6571], [1.5098, 0.6835, 7.6027], [-0.7766, 0.1652, 4.7071], [-1.4528, 1.5646, 6.6830], [-2.0940, -0.0923, 6.7392], [-0.7098, 0.3578, 7.7664], [0.8781, -1.6229, 4.9606], [0.8678, -1.4338, 6.7322], [-0.5849, -2.0333, 5.8850], [-0.0964, 4.1961, 1.4699], [-1.3165, 6.1766, 2.1690], [0.1115, 6.6224, 1.2099], [-1.5132, 6.7132, 0.4833], [0.0530, 3.4739, -0.9021], [-0.6385, 5.0292, -1.4241], [0.9533, 4.9789, -0.6211], [-3.1229, 5.4826, -0.2963], [-5.3155, 4.2986, -0.1820], [-5.5088, 2.1366, 1.0502], [-2.5858, 0.5302, 2.7551], [-3.6418, -0.6180, 0.8496], [-4.2592, -1.2083, 2.4048], [-5.2547, -0.1077, 1.4105], [-3.8419, 2.1089, 4.1871], [-5.3765, 1.5766, 3.4566], [-4.3970, 0.4301, 4.4207], [-0.6711, -2.0194, 1.0304], [-1.0278, -3.1799, -1.1581], [-1.9314, 0.6155, -2.9836], [-1.6658, 1.7394, -0.8283], [0.6378, -1.8607, 2.4920], [2.0723, -0.7743, 3.1026], [3.8042, -5.7326, -1.5095], [4.2781, -4.2980, -1.7851], [3.5094, -3.3608, -0.8453], [2.4983, -4.1979, -0.2011], [1.6788, -3.7118, 0.7240], [0.6166, -4.5436, 1.2443], [0.5083, -4.7884, 2.6377], [-0.4411, -5.6953, 3.0996], [-1.3199, -6.3276, 2.2022], [-1.2841, -6.0202, 0.8340], [-0.2708, -5.2027, 0.3525], [2.6456, -5.6396, -0.5096], [3.4463, -6.1917, -2.4363], [4.6097, -6.3676, -1.1234], [5.3557, -4.1942, -1.6490], [4.0302, -4.0387, -2.8171], [4.1730, -2.9044, -0.0927], [3.0438, -2.5333, -1.3987], [1.8551, -2.6999, 1.0905], [1.1980, -4.2894, 3.3178], [-0.4988, -5.9142, 4.1720], [-2.0366, -7.0651, 2.5651], [-2.0242, -6.4182, 0.1365], [-0.1583, -5.0301, -0.7145], [1.7291, -6.0571, -0.9526], [2.8692, -6.2235, 0.3979]],
  "orbital_gap_ev": 4.85,
  "total_energy_ha": -2265.48450,
  "charge": 1,
  "e_homo_ev": -8.80,
  "fmax_ev_per_a": 3.31
}

---

No. 5
{
  "formula": "C4H6ClNS",
  "method": "the ωB97M-V functional and the def2-TZVPD basis",
  "symbols": ["C", "C", "C", "C", "N", "S", "Cl", "H", "H", "H", "H", "H", "H"],
  "positions_angstrom": [[-0.4228, -0.1952, -1.1346], [-1.5059, -0.9771, -1.0783], [-0.1338, 0.4705, 0.1305], [1.9137, 0.1662, 0.5700], [-0.9294, -0.0631, 1.1231], [-2.2392, -1.0096, 0.4876], [-0.1550, 2.2758, 0.0124], [0.1679, -0.0243, -2.0147], [-1.9422, -1.5488, -1.8716], [1.9480, 0.3004, 1.6362], [2.3972, 0.9270, -0.0092], [2.0723, -0.8444, 0.2423], [-1.1709, 0.5227, 1.9063]],
  "orbital_gap_ev": 8.20,
  "total_energy_ha": -1069.05609,
  "e_above_lowest_ev": 2.2449,
  "e_homo_ev": -7.59,
  "fmax_ev_per_a": 4.56
}

---

Please write out number 3 again, unchanged.
{
  "formula": "C3H7N3",
  "method": "the ωB97M-V functional and the def2-TZVPD basis",
  "symbols": ["C", "N", "C", "C", "N", "N", "H", "H", "H", "H", "H", "H", "H"],
  "positions_angstrom": [[1.1502, 0.8637, 0.0856], [0.0862, -2.3110, 0.6028], [-0.2760, 0.6347, -0.7313], [-1.4293, 1.2552, -0.4508], [0.3610, -1.1073, 0.0874], [1.3848, -0.4874, 0.5032], [-0.8674, -2.5914, 0.4295], [0.5118, -2.5465, 1.4947], [1.9986, 1.2372, -0.4949], [0.8639, 1.4602, 0.9519], [-0.0906, 0.2817, -1.7392], [-2.1066, 1.5569, -1.2341], [-1.5865, 1.7539, 0.4952]],
  "smiles": "C=CC/N=N/N",
  "orbital_gap_ev": 9.39,
  "total_energy_ha": -282.63074,
  "e_above_lowest_ev": 3.9052,
  "e_homo_ev": -8.36,
  "fmax_ev_per_a": 3.80
}